112
Properties=species:S:1:pos:R:3 method="wB97M-V/def2-TZVPD" e_tot_ev=-160438.117 e_homo_ev=-8.5 smiles="CCCOC1=C(P(C)CC)C(=O)C(B(O)O)=C([PH2]=O)C1=O.FC(F)C(F)(F)COC(F)(F)C(F)F.FC(F)C(F)(F)COC(F)(F)C(F)F.FC(F)C(F)(F)COC(F)(F)C(F)F.FC(F)C(F)(F)COC(F)(F)C(F)F" homo_lumo_gap_ev=6.4 lumo_ev=-2.09
P 0.735 7.387 1.489
P -1.958 6.202 -4.648
F 0.513 -0.275 2.353
F 0.721 -1.230 -3.815
F 4.150 0.194 5.137
F 4.866 -10.704 -1.151
F -4.266 -3.284 -1.983
F 0.717 -1.753 4.648
F 0.915 0.262 -1.526
F -3.377 -0.663 -2.253
F -3.226 -2.617 3.752
F 4.797 1.771 6.481
F 3.687 3.684 4.762
F -1.339 -3.174 1.852
F 2.562 -0.517 3.028
F 2.231 2.307 5.555
F 4.475 -9.711 1.439
F 1.277 -11.798 -0.785
F 0.115 -1.730 -1.181
F -0.655 -8.259 4.151
F 0.440 -9.072 -0.875
F -2.102 -3.214 -1.822
F -4.451 -0.970 -0.411
F 1.649 -0.106 5.698
F -2.868 -4.708 2.000
F -0.797 -11.486 -1.316
F -3.239 -8.153 5.232
F -2.755 -4.426 4.840
F -1.417 -1.446 -3.571
F -1.146 -6.338 4.994
F 2.894 -9.992 -1.716
F -1.082 -9.552 0.599
F 3.048 -11.227 0.886
F -3.764 -6.597 3.813
O 1.817 4.490 0.664
O -1.881 4.326 -2.004
O -2.256 -0.785 -0.299
O -0.096 3.056 0.045
O -1.538 9.067 -0.128
O -1.091 -6.606 2.757
O 2.200 7.741 1.126
O 2.422 -9.060 0.959
O 2.909 2.124 3.410
O -1.551 9.085 -3.130
C -1.684 7.604 -5.873
C -3.318 -1.304 -1.070
C -2.922 -7.630 4.023
C -0.507 10.064 -2.907
C -1.092 8.064 -0.742
C 1.143 -9.601 1.318
C 1.581 1.627 3.196
C 0.842 -0.398 4.663
C 3.300 2.388 4.740
C -1.350 0.110 -0.956
C 1.438 8.670 -4.150
C 1.394 0.099 3.328
C 0.165 -9.900 0.160
C -1.458 -7.180 3.993
C -1.311 5.425 -1.868
C -1.404 7.943 -2.315
C -3.246 -2.827 -1.218
C -0.689 -5.228 2.758
C -0.268 6.893 -0.027
C 3.906 -9.799 -0.844
C -0.374 -0.661 -3.247
C 3.441 -9.971 0.606
C -1.810 -4.171 2.656
C -0.182 -0.532 -1.736
C 0.100 -11.354 -0.305
C -0.348 5.599 -0.584
C -0.627 4.901 -5.120
C -2.246 -3.531 3.973
C 0.977 9.483 -2.852
C 4.467 1.505 5.195
C -1.834 7.126 -7.422
C -1.538 6.656 -2.878
B 0.503 4.393 0.078
H -3.114 -8.384 3.256
H -3.296 -3.316 -0.242
H -0.542 10.778 -3.812
H 2.578 8.534 -4.068
H -2.540 8.358 -5.709
H -0.808 3.895 -4.630
H 0.696 6.433 2.553
H -0.148 0.023 4.864
H 1.202 8.833 -1.938
H -0.893 0.669 -0.136
H -1.412 -3.013 4.457
H 1.235 -10.440 2.013
H 0.016 -5.011 3.564
H 0.431 5.318 -4.932
H 2.312 5.279 0.348
H -1.867 8.088 -8.034
H -1.877 0.866 -1.544
H 1.202 9.258 -5.094
H 1.686 10.388 -2.763
H -0.099 -5.127 1.842
H -0.519 0.318 -3.713
H 1.018 7.598 -4.180
H 0.677 -8.806 1.907
H -0.216 -12.017 0.506
H -0.689 10.739 -1.995
H 0.139 8.612 1.975
H -0.701 4.806 -6.266
H 4.307 -8.796 -1.008
H 5.347 1.668 4.568
H 1.374 1.876 2.151
H -0.869 6.576 -7.675
H 0.643 2.494 -0.285
H 0.836 2.192 3.761
H -0.683 8.137 -5.808
H -2.757 6.470 -7.563

---

76
Properties=species:S:1:pos:R:3 method="wB97M-V/def2-TZVPD" e_tot_ev=-45653.312 e_homo_ev=-10.2 homo_lumo_gap_ev=4.3 charge=+1 lumo_ev=-5.85 relative_energy_ev=0.0000
F 4.331 2.017 1.806
O 0.558 2.632 -1.259
N -1.607 0.729 0.559
N -0.048 2.290 0.967
C -0.334 -3.353 -1.822
C -3.428 2.770 -1.985
C -2.747 2.541 -0.656
C -0.806 -2.728 -0.639
C -1.503 2.720 3.736
C 3.067 -5.183 0.082
C 3.080 -2.687 1.356
C 3.512 0.272 -1.854
C -0.717 -1.299 -0.458
C -3.314 2.971 -4.397
C -0.695 -5.535 -0.829
C -1.408 -0.624 0.517
C -1.559 1.553 -0.642
C -1.294 -4.932 0.283
C 4.008 1.464 0.580
C 2.291 -1.585 -0.750
C 3.482 -5.083 1.418
C -4.665 3.337 -4.440
C -0.498 1.589 4.041
C 4.325 1.393 -1.786
C 3.496 -3.827 2.036
C -1.360 -3.548 0.376
C 3.120 0.397 0.544
C 4.614 2.000 -0.552
C -5.407 3.391 -3.251
C -0.240 2.266 -0.397
C -1.034 1.513 1.665
C -2.071 2.438 2.346
C 2.956 -0.315 -0.674
C -0.285 -4.739 -1.912
C 1.060 2.960 1.604
C 2.692 -4.044 -0.617
C 2.665 -2.748 -0.003
C -4.789 3.113 -2.027
C -2.693 2.694 -3.172
C -0.485 0.662 2.822
H -1.633 2.433 -3.132
H -3.496 2.209 0.079
H 2.425 -4.124 -1.674
H 0.493 0.226 2.573
H 3.856 -3.746 3.062
H 1.688 3.428 0.837
H -1.035 3.710 3.772
H -2.279 3.343 1.765
H 1.727 -1.766 -1.664
H 0.501 1.978 4.268
H -1.515 0.926 -1.540
H 0.013 -2.731 -2.653
H -2.365 3.514 -0.295
H -3.014 1.872 2.414
H -1.186 -0.167 2.991
H 5.281 2.857 -0.463
H 0.107 -5.206 -2.819
H -1.708 -5.539 1.090
H -1.804 -3.090 1.259
H 0.700 3.721 2.311
H 3.056 -6.160 -0.411
H 4.766 1.811 -2.694
H -5.356 3.158 -1.093
H -6.465 3.656 -3.277
H 3.310 -0.212 -2.813
H 3.086 -1.730 1.869
H -1.828 -1.127 1.392
H -5.136 3.585 -5.392
H -2.728 2.908 -5.313
H 1.678 2.240 2.161
H 3.825 -5.972 1.951
H -0.833 1.032 4.921
H -2.311 2.716 4.476
H -0.559 -6.618 -0.857
H -0.102 -0.719 -1.152
H 2.567 0.101 1.435

---

17
Properties=species:S:1:pos:R:3 method="wB97M-V/def2-TZVPD" e_tot_ev=-7862.184 e_homo_ev=-14.5 smiles="C[C@H]1C=C2C[N@+]21C" homo_lumo_gap_ev=9.4 charge=+1 lumo_ev=-5.09 relative_energy_ev=4.1637
N -0.614 0.025 -0.076
C -1.810 -0.041 0.650
C -0.535 1.284 -0.876
C 1.458 -1.261 -0.664
C 0.644 -0.556 0.443
C 1.363 0.795 0.716
C 0.411 1.470 0.154
H 2.078 1.170 1.388
H -2.039 0.717 1.453
H 0.493 -1.147 1.430
H -2.682 -0.107 -0.022
H -1.580 1.640 -0.918
H 1.658 -0.482 -1.447
H 2.396 -1.798 -0.355
H 0.660 -1.932 -1.099
H -1.679 -0.978 1.185
H -0.224 1.203 -1.964

---

79
Properties=species:S:1:pos:R:3 method="wB97M-V/def2-TZVPD" e_tot_ev=-60406.895 e_homo_ev="-6.3 / -8.3" homo_lumo_gap_ev="5.2 / 6.4" lumo_ev="-1.03 / -1.86" relative_energy_ev=25.3039 spin_multiplicity=6
Ru -13.375 6.721 8.182
Si -20.071 4.724 10.984
O -21.603 1.503 3.633
O -18.854 6.104 5.658
O -18.994 3.619 10.145
O -22.554 3.226 2.425
N -11.377 7.059 8.926
N -17.071 4.956 3.385
N -13.093 4.665 8.519
N -15.308 6.170 5.313
C -18.375 5.385 3.452
C -12.930 6.827 5.571
C -19.614 4.242 12.777
C -23.112 5.153 10.972
C -21.834 4.411 10.782
C -14.979 6.327 3.937
C -24.237 3.127 10.408
C -21.807 2.850 3.515
C -19.209 4.843 15.161
C -18.115 2.928 14.222
C -13.581 5.055 9.892
C -10.753 7.104 10.103
C -20.230 4.178 2.232
C -19.008 8.543 9.253
C -20.845 3.975 3.643
C -24.181 4.279 11.151
C -19.524 9.561 10.124
C -18.700 3.178 12.971
C -14.205 6.327 10.186
C -14.125 6.310 6.153
C -18.274 3.805 15.293
C -19.113 5.515 4.519
C -12.588 6.698 4.129
C -19.474 6.503 10.514
C -21.943 3.173 10.073
C -19.006 7.183 9.309
C -20.305 8.994 11.175
C -23.180 2.651 9.710
C -19.092 4.855 2.252
C -16.244 5.917 3.340
C -20.293 7.506 11.286
C -19.903 5.019 13.949
C -13.527 6.195 3.259
C -20.430 4.943 4.569
H -10.651 6.271 10.810
H -15.248 6.191 9.833
H -20.741 3.748 1.380
H -13.682 6.270 2.157
H -18.411 4.800 1.405
H -23.240 1.889 8.940
H -19.170 3.845 9.308
H -25.231 2.738 10.278
H -17.625 3.784 16.191
H -11.101 6.484 8.159
H -18.616 6.636 8.317
H -18.366 2.629 12.094
H -14.907 6.532 7.875
H -11.577 6.785 3.778
H -13.712 4.321 7.714
H -19.640 10.625 9.889
H -21.423 1.630 4.598
H -21.080 9.681 11.680
H -16.744 6.917 3.209
H -25.126 4.553 11.609
H -20.216 7.357 12.388
H -12.255 7.144 6.500
H -19.988 0.640 7.797
H -21.361 7.873 10.615
H -19.483 5.458 15.986
H -14.016 6.808 11.037
H -18.205 8.908 8.654
H -10.764 8.012 10.740
H -12.888 4.621 10.610
H -20.609 5.844 13.901
H -20.990 4.942 5.473
H -14.325 4.269 9.776
H -17.501 2.013 14.327
H -21.099 2.578 9.730
H -23.034 6.358 10.591